Entry 1:
C43H56N3O3PPdS3 | ωB97M-V/def2-TZVPD

## Properties
- charge = +4
- DFT total energy (Eh) = -3724.42454
- energy relative to the best compared isomer or geometry (same formula, charge and spin) (kcal/mol) = 0.0
- lowest unoccupied orbital energy (spin up / spin down) (eV) = -9.0 / -13.4
- spin multiplicity = 5
- max |F| (eV/Å) = 0.62
- molar mass (g mol⁻¹) = 896.53

Atoms and positions in Å:
H1 2.068 8.213 0.447
H2 -1.411 1.542 3.715
C1 -2.869 -2.477 -1.090
H3 -1.305 -1.368 -2.070
C2 -0.415 -5.433 3.710
S1 -2.953 1.160 -0.508
C3 3.146 -1.280 0.406
C4 -3.285 -2.108 1.208
H4 -2.564 -3.524 -1.021
C5 0.088 -5.550 -2.689
C6 -1.273 -5.253 2.631
H5 3.152 -0.736 4.674
N1 -1.066 -0.086 5.026
C7 2.615 -2.554 0.283
H6 2.216 -3.591 2.640
C8 1.837 6.398 -0.644
H7 2.276 -0.564 6.914
H8 1.790 5.753 0.222
H9 -3.416 -3.190 1.267
C9 -6.402 1.832 1.442
C10 -0.869 2.695 -2.904
H10 -4.194 2.654 -1.701
H11 -4.323 3.345 3.650
H12 -2.637 2.557 1.983
C11 -2.277 -1.804 -2.313
H13 1.727 6.207 -4.091
C12 4.828 -3.486 0.355
C13 -4.125 1.660 0.734
H14 -2.872 3.521 -0.907
H15 -2.128 -2.524 -3.116
H16 -0.710 -6.068 4.534
H17 -0.220 -6.585 -2.761
S2 1.364 4.176 -2.146
H18 -6.718 2.870 3.289
C14 3.461 -3.663 0.230
C15 4.514 -1.102 0.553
H19 -4.272 -1.664 1.047
H20 6.420 -2.069 0.620
H21 2.114 -1.548 3.468
H22 2.212 0.234 -0.620
H23 2.282 9.618 -1.578
H24 -0.908 4.571 -1.724
H25 1.317 -1.897 -2.437
C16 -5.985 2.526 2.570
C17 2.002 7.755 -0.530
H26 -2.684 -1.072 5.863
N2 2.260 -0.130 0.330
C18 -3.116 2.656 -1.527
H27 -2.714 1.685 -3.378
C19 1.958 8.012 -2.967
C20 0.567 -3.609 -1.353
C21 0.902 -3.537 -3.741
C22 1.683 5.867 -1.936
C23 -5.469 1.385 0.517
N3 1.121 -0.890 5.216
C24 0.140 -0.313 4.553
C25 -1.914 0.997 4.515
H28 -1.739 -2.078 2.713
H29 -0.520 4.769 -3.455
H30 -2.230 -5.759 2.610
C26 1.244 -0.827 6.688
H31 -0.110 -5.509 -0.564
H32 -5.792 0.829 -0.358
S3 0.550 0.280 2.910
H33 -3.365 -1.703 3.304
H34 1.518 -5.002 4.536
H35 2.601 0.629 0.913
H36 -2.118 1.695 5.327
H37 4.930 -0.106 0.646
H38 -2.855 0.596 4.147
H39 5.487 -4.344 0.325
C27 0.452 -4.852 -3.833
Pd1 -0.046 -0.494 0.595
H40 2.562 -2.382 4.958
C28 -1.652 -0.857 6.135
C29 2.087 8.558 -1.684
H41 -0.408 1.963 -2.238
H42 -7.454 1.639 1.280
H43 1.217 -3.009 -4.630
O1 -2.450 -1.777 0.094
H44 3.052 -4.659 0.109
C30 0.359 -3.827 1.571
C31 0.955 -2.919 -2.508
C32 2.308 -1.413 4.532
H45 -3.961 -2.457 -1.137
C33 -2.401 2.601 -2.872
H46 -2.489 -0.491 2.349
H47 0.393 -5.335 -4.799
C34 -0.893 -4.446 1.572
O2 -1.592 1.175 0.194
C35 -2.673 -1.562 2.472
H48 -2.927 -1.013 -2.685
P1 0.831 -2.761 0.205
H49 0.598 -0.056 7.092
H50 -2.785 3.426 -3.479
C36 1.786 6.656 -3.106
O3 1.570 3.416 -0.906
H51 1.020 -1.787 7.150
C37 -3.692 2.348 1.856
C38 -4.635 2.784 2.778
H52 -0.549 2.469 -3.921
C39 -0.413 4.119 -2.585
H53 -1.559 -4.315 0.733
H54 -1.652 -0.290 7.065
C40 0.833 -4.821 3.717
H55 -1.124 -1.795 6.267
C41 5.351 -2.208 0.528
H56 2.014 8.647 -3.840
C42 1.222 -4.019 2.654
C43 0.142 -4.937 -1.446

Entry 2:
C43H57AsN4O5PPbS | ωB97M-V/def2-TZVPD

## Properties
- charge = +3
- DFT total energy (Eh) = -5435.40247
- energy relative to the best compared isomer or geometry (same formula, charge and spin) (kcal/mol) = 0.0
- lowest unoccupied orbital energy (eV) = -7.6
- max |F| (eV/Å) = 2.21
- molar mass (g mol⁻¹) = 1055.11

Atoms and positions in Å:
N1 1.741 14.774 16.135
H1 -4.871 15.513 21.103
H2 1.364 13.913 21.085
C1 -2.072 10.658 22.391
O1 3.958 13.367 12.633
C2 -2.455 13.291 14.199
H3 -1.696 17.669 12.472
H4 -3.482 15.355 17.018
C3 -0.237 16.876 13.853
C4 -4.045 15.638 20.387
H5 0.605 11.315 22.390
H6 -0.185 5.842 15.717
N2 -2.214 12.560 15.270
H7 -2.494 13.467 18.879
H8 1.673 6.436 19.459
H9 -2.058 12.829 22.659
C5 -2.020 15.522 18.530
H10 -3.516 13.542 20.854
C6 -3.015 14.505 20.652
H11 1.519 6.298 15.459
H12 -1.788 7.398 17.794
H13 -3.525 16.959 17.776
N3 -0.601 14.717 14.794
H14 -4.104 9.891 14.553
H15 -2.988 11.529 20.643
H16 -0.424 16.402 21.349
C7 5.338 11.773 14.471
C8 -1.433 16.778 13.129
H17 4.646 15.807 17.535
H18 -0.876 8.115 19.213
C9 -1.014 10.874 20.108
C10 -2.303 10.719 20.869
H19 3.005 6.967 18.358
C11 3.212 17.093 16.578
C12 -3.435 15.872 17.965
H20 -2.628 10.812 16.313
H21 -2.524 14.786 21.577
C13 3.012 10.387 17.723
C14 0.772 5.999 16.205
H22 -0.539 15.054 22.399
H23 0.387 13.014 22.437
H24 2.067 17.503 20.446
P1 -0.371 13.695 19.681
C15 -1.739 14.595 14.124
H25 3.130 15.197 22.027
H26 0.877 11.894 20.257
C16 1.278 16.173 22.632
H27 7.043 10.917 15.475
C17 -3.631 10.858 14.436
C18 -2.230 15.622 13.293
H28 3.779 18.016 16.726
C19 -1.403 11.943 22.830
C20 3.835 10.829 16.552
H29 -5.492 16.080 18.666
C21 -3.904 11.617 13.288
O2 3.457 10.212 18.800
H30 -3.484 13.525 12.344
C22 -3.308 12.881 13.184
C23 2.557 16.519 20.500
C24 -0.091 12.129 22.103
Pb1 0.523 12.742 16.109
C25 2.685 16.187 21.952
O3 1.978 12.977 13.649
O4 1.648 10.183 17.580
H31 3.533 16.646 20.018
H32 -4.831 14.424 18.841
As1 0.687 7.376 17.498
H33 3.262 13.745 17.110
H34 1.664 18.095 15.523
H35 3.339 16.877 22.487
C26 0.141 15.577 21.732
H36 -2.806 9.809 20.504
C27 1.349 15.942 15.618
H37 -1.229 10.917 19.050
C28 0.756 14.730 20.626
C29 -0.933 7.333 18.478
C30 -2.068 14.300 19.452
H38 2.329 14.742 19.244
N4 3.222 11.543 15.624
H39 1.203 16.043 18.915
H40 2.066 8.210 19.241
H41 1.330 15.672 23.600
H42 -3.583 16.616 20.535
H43 -0.396 9.972 20.262
S1 1.113 9.259 16.337
C31 3.185 12.846 13.583
H44 5.894 12.165 13.614
C32 -4.564 15.483 18.946
C33 2.020 7.239 18.766
C34 -0.137 12.081 20.575
C35 -2.786 11.387 15.386
C36 3.674 15.848 17.035
C37 2.921 14.741 16.801
H45 -4.551 11.263 12.474
H46 -1.370 9.855 22.635
C38 3.966 12.000 14.600
H47 -1.356 15.317 17.693
H48 -3.038 10.417 22.895
H49 3.496 13.923 11.978
O5 0.213 13.468 18.291
C39 1.991 17.136 15.873
H50 -1.007 6.368 18.950
C40 5.215 10.550 16.571
H51 -1.637 16.384 19.075
C41 0.121 15.834 14.687
H52 0.332 17.744 13.853
H53 0.978 17.208 22.805
H54 1.025 5.092 16.763
H55 -1.166 11.928 23.930
H56 5.685 9.971 17.329
C42 5.957 11.032 15.495
H57 -3.196 15.566 12.795
C43 1.714 15.494 19.730